Entry 1:
86
Properties=species:S:1:pos:R:3:forces:R:3:mulliken_charge:R:1 method="wB97M-V/def2-TZVPD" orbital_gap_ev=7.1 total_charge=+1
C 0.810369 1.818649 0.999367 0.01 -0.33 -0.31 -1.5509
C 1.274371 0.339557 0.983472 0.03 0.38 0.17 1.2480
C 2.805322 0.187903 0.995055 0.02 -0.28 -0.32 -0.9732
C 3.376821 -0.123478 -0.399844 -0.26 0.03 0.09 -0.3237
C 3.225259 -1.601196 -0.837428 0.08 0.22 -0.34 -1.0061
C 2.097960 -1.876789 -1.879984 0.58 0.07 0.48 0.0874
C 2.678458 -2.265578 -3.245289 -0.32 -0.38 0.05 -1.3913
C 1.722395 -2.210419 -4.479087 0.29 0.49 0.13 0.6632
C 0.341768 -1.617069 -4.203313 0.13 -0.33 0.01 -1.3517
N 0.425320 -0.141262 -4.180225 -1.10 -0.24 -0.95 0.0603
C 0.803030 0.441884 -5.294035 0.30 -0.15 -0.23 0.0668
N 0.635510 1.788717 -5.468126 -0.52 -0.05 0.26 -0.3024
N 1.444373 -0.349434 -6.250221 0.31 -0.07 1.18 -0.3541
C 2.353206 -1.341833 -5.607553 -0.12 -0.28 -0.10 -1.0802
H 0.123898 2.021658 0.171506 -0.12 0.07 0.11 0.4103
H 1.676511 2.479941 0.888294 -0.06 0.10 0.11 0.1944
H 0.291257 2.068919 1.922935 0.14 0.07 0.02 0.3545
H 0.848087 -0.176780 1.838312 -0.08 0.04 -0.07 -0.6292
H 0.854276 -0.144998 0.096159 0.09 -0.16 0.04 0.2313
H 3.086510 -0.615993 1.681278 0.09 0.03 -0.03 0.3456
H 3.275608 1.098178 1.374051 -0.09 0.00 0.09 0.4925
H 4.424293 0.177742 -0.466100 0.00 -0.09 0.12 0.4527
H 2.843817 0.514290 -1.118003 0.15 0.00 -0.08 -0.0783
H 4.185557 -1.892904 -1.271765 -0.10 -0.22 -0.01 0.4425
H 3.080567 -2.239801 0.034060 -0.01 0.07 0.06 0.4944
H 1.507785 -0.963583 -1.954350 -0.18 0.00 -0.03 -0.0484
H 1.464217 -2.668768 -1.475654 -0.21 0.06 -0.25 0.4013
H 3.564624 -1.654277 -3.422563 -0.07 0.09 -0.10 0.5432
H 3.042924 -3.292589 -3.166971 0.12 0.08 0.02 0.2208
H 1.544249 -3.227692 -4.828491 0.02 0.05 -0.10 0.5745
H -0.102491 -2.003968 -3.290017 0.07 0.31 0.11 0.5099
H -0.332361 -1.875176 -5.025241 0.00 -0.03 0.02 0.5024
H -0.280043 0.357586 -3.640626 0.64 0.28 0.42 0.4032
H -0.212122 2.185978 -5.838840 -0.09 -0.05 0.24 0.1926
H 1.409113 2.425195 -5.334812 0.22 0.08 -0.39 0.1801
H 0.748650 -0.785933 -6.853311 0.18 0.32 -0.41 0.3600
H 2.793339 -1.946487 -6.398293 -0.10 0.03 -0.01 0.3812
H 3.162277 -0.745005 -5.189784 0.01 0.00 -0.01 0.4331
C 1.635964 4.025533 -2.549091 0.01 -0.13 0.18 0.5658
O 1.731150 4.419584 -3.706895 -0.09 -0.11 -0.23 -0.7136
N 1.707357 4.851297 -1.477882 0.00 0.05 -0.09 -0.2763
N 1.451662 2.698070 -2.271820 -0.05 -0.04 -0.01 0.0345
H 1.621075 4.533152 -0.529599 -0.03 -0.04 -0.02 0.1307
H 1.834839 5.831862 -1.655970 -0.01 0.01 0.00 0.2610
H 1.394580 2.089145 -3.062929 0.05 -0.01 0.03 -0.0949
H 1.370208 2.315471 -1.347239 0.03 0.09 0.10 0.0301
C 0.454788 8.435324 -4.638548 0.03 0.03 -0.01 0.5708
O 1.080736 9.465088 -4.803241 -0.02 -0.03 0.01 -0.6267
N 1.060270 7.243969 -4.344259 -0.06 0.08 0.13 -0.2550
N -0.912034 8.387244 -4.732260 -0.03 0.01 -0.01 -0.3646
H 0.577969 6.373995 -4.220858 0.09 -0.06 -0.06 0.1455
H 2.061117 7.240923 -4.290045 0.02 -0.03 -0.08 0.1582
H -1.385407 9.244869 -4.945417 0.01 0.01 0.00 0.2107
H -1.447705 7.552006 -4.598375 0.01 -0.01 0.01 0.1614
C -1.322481 -2.288333 3.283802 -0.15 -0.01 0.07 0.3471
O -0.647022 -1.279260 3.076251 0.03 -0.14 0.10 -0.7721
N -0.840609 -3.365687 3.961746 0.13 -0.04 -0.05 -0.2748
N -2.602939 -2.393475 2.859277 -0.02 0.07 -0.16 -0.2256
H -1.411105 -4.161009 4.187348 -0.11 0.08 0.08 0.1962
H 0.102791 -3.324480 4.296725 0.00 0.01 0.00 0.1885
H -3.003642 -1.608400 2.380731 0.01 -0.02 -0.03 0.1856
H -3.168511 -3.204268 3.032340 0.00 0.03 0.08 0.1309
C 1.475514 1.419564 4.697865 0.08 -0.06 -0.02 0.7041
O 0.547824 2.115712 4.317316 0.00 0.03 0.01 -0.6683
N 1.466088 0.059673 4.593093 -0.17 0.02 0.01 -0.2036
N 2.607935 1.963734 5.247502 0.01 0.02 -0.05 -0.4354
H 2.238104 -0.508315 4.885769 0.02 0.04 0.03 0.1552
H 0.641907 -0.380922 4.194225 0.14 0.01 -0.07 0.1799
H 2.639148 2.961534 5.339420 -0.02 0.00 0.02 0.2312
H 3.382281 1.418077 5.573255 -0.02 -0.01 0.03 0.1526
C -3.626812 -3.482252 6.426460 0.07 0.19 0.12 0.6708
O -3.696394 -3.931326 5.285989 0.03 -0.21 -0.10 -0.6918
N -4.034693 -4.198473 7.509669 -0.01 -0.01 -0.06 -0.4337
N -3.135049 -2.240859 6.678900 0.01 -0.04 -0.05 -0.3333
H -3.988091 -3.852776 8.449328 0.01 0.02 0.00 0.1595
H -4.389584 -5.122008 7.346822 0.01 -0.01 0.00 0.2268
H -2.830970 -1.695081 5.892655 -0.01 0.01 -0.01 0.1957
H -3.067492 -1.848347 7.598745 -0.01 -0.01 0.01 0.1684
C -6.588666 -4.511533 2.376156 0.04 0.02 0.04 0.6233
O -6.026524 -3.976476 1.431993 0.02 0.01 -0.02 -0.6548
N -6.067286 -4.480909 3.634851 -0.08 0.04 -0.12 -0.2134
N -7.773861 -5.178813 2.236393 0.00 0.00 -0.03 -0.3875
H -6.490175 -4.915245 4.432031 -0.04 -0.04 -0.03 0.1641
H -5.193240 -4.007319 3.767832 0.00 -0.06 0.21 0.1291
H -8.175906 -5.212791 1.318872 0.00 0.01 0.00 0.2310
H -8.251811 -5.622651 2.996504 0.01 0.01 0.02 0.1598

=====

Entry 2:
13
Properties=species:S:1:pos:R:3:forces:R:3:mulliken_charge:R:1 method="wB97M-V/def2-TZVPD" e_above_lowest_ev=1.441 spin_multiplicity=2 orbital_gap_ev="5.6 / 7.7" total_charge=+2 s_squared=0.767
O 0.752465 2.771399 -0.731836 -0.28 -0.98 -0.51 -0.3282
C 0.434407 1.564990 -1.174599 1.33 1.33 0.04 -0.1911
C -0.383922 0.671395 -0.521099 -3.91 -1.30 1.46 0.0924
C -0.950349 -0.522238 -1.060682 2.63 -1.95 -2.31 -0.6396
C -1.442848 -1.707000 -0.244205 -2.33 0.53 -1.02 -0.1702
O -0.621370 -1.980466 0.858616 -1.95 -1.70 0.63 -0.4427
Bi 0.941831 -0.952977 0.736211 3.20 1.98 0.55 1.4324
H 1.336836 2.743399 0.038226 -0.18 0.61 0.45 0.3757
H 1.014550 1.270093 -2.053603 -0.39 -0.07 -0.40 0.3960
H -0.683973 -0.745281 -2.102583 -0.92 0.03 -0.22 0.4032
H -1.673371 0.667986 -0.310780 2.48 1.59 0.85 0.3862
H -1.516481 -2.584694 -0.911732 0.10 0.31 0.44 0.3173
H -2.465120 -1.473388 0.109926 0.21 -0.38 0.03 0.3686

=====

Entry 3:
22
Properties=species:S:1:pos:R:3:forces:R:3:mulliken_charge:R:1 method="wB97M-V/def2-TZVPD" e_above_lowest_ev=0.762 orbital_gap_ev=10.7 total_charge=+1
C 0.088704 1.461204 -1.511816 1.70 0.74 0.02 -0.5281
C -0.357034 2.011677 -0.172972 -0.69 0.36 0.32 -0.5264
C -1.192717 1.026863 0.587398 -0.69 -0.02 2.36 -0.8433
N -0.370349 -0.142512 1.070178 0.55 0.68 -1.57 -0.2667
N 1.430597 0.840154 -1.357478 0.22 -0.63 -0.70 -0.6238
H 0.193403 2.286757 -2.197187 -0.49 0.25 -0.54 0.3738
H -0.542345 0.687103 -1.937395 -0.45 0.17 0.12 0.3659
H 0.486089 2.356688 0.436508 0.25 -0.52 -0.11 0.3703
H -0.916266 2.950734 -0.207583 -0.34 -0.24 -0.59 0.3350
H -1.592969 1.432011 1.526217 0.37 0.41 -0.09 0.3979
H -2.133632 0.671090 0.170919 0.48 -0.27 -0.93 0.3835
H 0.332723 0.140686 1.749374 -0.33 0.08 0.30 0.3933
H 0.235277 -0.467255 0.302182 -0.25 -0.34 -0.13 0.2665
H -0.903515 -0.910191 1.457455 0.04 -0.22 0.17 0.4187
H 2.191897 1.509492 -1.457020 -0.33 0.49 0.74 0.2420
H 1.609003 0.351920 -2.232519 -0.22 -0.62 0.16 0.2218
H 0.455171 -2.833440 2.777663 -0.14 -0.14 -0.18 0.3161
H 0.863957 -1.586160 3.504908 -0.19 0.03 -0.02 0.2998
O 0.298261 -1.882681 2.777434 0.52 -0.31 0.60 -0.5998
H 0.593659 -3.163660 -2.098762 0.70 0.01 0.37 0.3227
H -0.790034 -3.437332 -1.852815 -0.26 -0.19 0.70 0.3264
O 0.020120 -3.303147 -1.334689 -0.47 0.28 -1.01 -0.6457

=====

Entry 4:
14
Properties=species:S:1:pos:R:3:forces:R:3:mulliken_charge:R:1 method="wB97M-V/def2-TZVPD" spin_multiplicity=3 orbital_gap_ev="7.8 / 9.1" s_squared=2.008
C 0.118720 0.462606 -2.003118 -1.12 -3.24 1.06 -1.0429
C 1.586761 -0.120760 0.176776 -2.90 -0.32 1.05 -0.3955
C 0.791151 0.740862 -0.672595 -1.17 2.88 -2.13 -0.1591
C -1.969222 -0.543497 1.839282 0.03 -1.68 1.91 0.3055
Cl -2.303763 0.500758 3.189632 -0.66 0.49 -0.81 -0.0906
Cl -3.298514 -1.609111 1.332328 0.87 1.07 0.06 -0.1003
Cl -0.561205 -1.482600 2.400215 -0.66 -0.13 -0.78 -0.1739
H 0.768668 0.215234 -2.840270 0.29 0.28 -0.12 0.3002
H -0.599882 1.186311 -2.246634 -0.27 1.86 -0.54 0.3661
H -0.660658 -0.398428 -2.025630 1.52 0.46 0.55 0.2381
H 2.163510 0.452203 0.784931 2.73 1.99 1.09 0.3218
H 2.125794 -0.813812 -0.399207 0.65 -1.52 -0.15 0.3611
H 0.972512 -0.456996 1.081427 0.54 -0.80 -1.87 -0.2355
H 0.866129 1.867231 -0.617136 0.14 -1.33 0.69 0.3051

=====

Entry 5:
88
Properties=species:S:1:pos:R:3:forces:R:3:mulliken_charge:R:1 method="wB97M-V/def2-TZVPD" e_above_lowest_ev=0.273 spin_multiplicity=2 orbital_gap_ev="5.8 / 4.9" total_charge=+3 s_squared=0.755
W 0.037130 0.460064 0.376143 -0.38 -0.25 -0.16 3.0152
C 2.238788 -0.865023 -2.509372 0.07 0.01 -0.09 -0.9056
C 0.750609 -0.782267 -2.569715 0.21 -0.03 -0.04 0.3248
C 0.026112 -1.209336 -3.668944 -0.07 -0.02 0.00 -1.8779
C -1.298226 -0.954159 -3.377773 0.06 0.11 0.04 -0.0833
N -1.363930 -0.425199 -2.154813 -0.21 -0.12 -0.06 0.7809
N -0.111499 -0.302273 -1.628405 0.10 0.20 0.18 0.3032
B -2.608436 0.293788 -1.586477 0.02 0.03 -0.05 0.6392
N -2.903710 -0.167111 -0.106373 -0.11 -0.12 -0.05 1.1104
C -4.123854 -0.443497 0.373728 0.13 0.08 0.07 -0.4453
C -4.077120 -0.445363 1.749877 0.07 -0.02 -0.08 -1.6554
C -2.764704 -0.134883 2.082520 -0.14 0.02 0.14 0.3793
C -2.309340 0.097027 3.486782 0.04 0.01 0.03 -1.1770
N -2.038719 0.021354 0.950126 -0.02 -0.02 -0.09 0.3866
N -2.188338 1.786954 -1.451806 0.03 -0.03 0.07 0.1173
C -3.006434 2.856617 -1.417063 0.05 -0.13 -0.06 -0.0459
C -2.635735 3.694774 -0.382109 0.10 -0.13 0.05 -1.7174
C -1.571890 3.038035 0.222389 -0.13 0.21 -0.01 0.5939
C -0.889772 3.175818 1.525772 -0.10 0.23 0.06 -1.1265
N -1.261159 1.933272 -0.459231 0.06 0.01 -0.10 0.2252
N -3.774984 0.055496 -2.473156 0.18 0.04 -0.08 0.1737
C -4.439773 -1.109708 -2.732338 -0.18 -0.08 0.09 -0.3388
C -5.165468 -0.934628 -3.874488 0.14 0.01 0.03 -1.1881
C -4.852106 0.379659 -4.310840 0.06 0.01 0.11 0.6767
C -5.369418 1.098966 -5.509606 -0.02 -0.01 -0.04 -1.3515
N -3.999741 0.952989 -3.480634 -0.09 0.14 0.04 -1.0568
H 2.584548 -1.271247 -3.457192 -0.01 -0.02 0.01 0.5531
H 2.595962 -1.532426 -1.726701 -0.01 0.01 -0.05 0.1421
H 2.700609 0.116053 -2.399715 -0.06 -0.09 -0.07 0.1063
H 0.428086 -1.627358 -4.575004 0.01 -0.02 -0.01 0.5880
H -2.189612 -1.087914 -3.968961 -0.02 0.00 -0.01 0.5579
H -4.960106 -0.573932 -0.290647 -0.02 -0.01 -0.02 0.7373
H -4.894454 -0.606930 2.430556 0.00 -0.01 0.02 0.6010
H -3.192729 0.168706 4.117573 0.00 0.01 -0.01 0.5214
H -1.764390 1.034606 3.584165 0.04 -0.02 0.01 0.1158
H -1.708202 -0.717933 3.889871 0.00 -0.02 -0.03 0.1525
H -3.808619 2.916405 -2.133931 -0.03 0.01 -0.03 0.6118
H -3.093277 4.625227 -0.096743 0.00 0.03 0.01 0.5856
H -1.608326 3.007550 2.333291 0.03 -0.01 -0.05 0.4811
H -0.431999 4.155379 1.677673 0.06 -0.07 -0.01 0.6159
H 1.158620 2.862256 1.332349 0.80 1.09 -0.91 0.5120
H -4.353819 -1.967911 -2.084185 -0.04 -0.02 0.01 0.6409
H -5.834435 -1.636390 -4.341028 0.00 -0.03 -0.01 0.4802
H -5.998642 0.444531 -6.108277 0.01 0.00 0.00 0.3910
H -4.547829 1.452114 -6.131391 -0.01 0.02 0.00 0.3155
H -5.964243 1.961874 -5.211603 0.01 0.00 -0.01 0.3146
N 1.168209 -0.387020 4.454534 0.00 0.08 0.03 0.1266
C 0.916906 0.516722 3.520705 -0.08 -0.09 -0.18 -0.9387
N 0.468102 -0.125881 2.438727 0.20 -0.34 0.30 0.9975
C 0.490479 -1.440361 2.810459 0.02 0.09 0.24 0.3616
N 0.907196 -1.637023 4.032366 -0.08 0.02 -0.20 -0.6811
C 0.053163 -2.421254 1.845581 -0.04 -0.04 -0.15 -0.2169
C -0.124185 -3.766617 2.130762 -0.01 0.07 -0.10 -0.8396
N -0.540039 -4.614224 1.197917 0.00 -0.01 0.02 -0.4729
C -0.775688 -4.112476 -0.002097 0.00 0.04 -0.07 -0.7542
C -0.600661 -2.762051 -0.306990 0.06 0.04 0.06 -0.2288
N -0.177820 -1.899626 0.622029 -0.02 -0.13 0.03 1.0682
H 1.507427 -0.233425 5.397160 0.00 0.00 -0.01 0.2449
H 1.041992 1.577645 3.632887 0.03 0.04 0.04 0.6531
H 0.072166 -4.150874 3.124463 0.01 0.01 0.02 0.5282
H -1.117105 -4.789154 -0.776404 0.00 -0.03 0.03 0.4865
H -0.808616 -2.406488 -1.302662 0.02 -0.02 0.07 0.1336
N 6.021512 5.681961 -3.742348 0.16 0.15 -0.17 -0.4254
C 5.039824 5.109952 -3.044191 -0.12 -0.13 0.13 1.1197
C 3.747781 4.955734 -3.605557 0.16 0.02 0.15 -0.9172
C 2.751649 4.385411 -2.864425 -0.02 -0.09 0.10 -0.6211
C 3.014503 3.912876 -1.562548 -0.22 -0.12 -0.12 0.2982
C 4.291969 4.064577 -0.992608 -0.13 -0.01 0.03 -0.3454
C 5.282911 4.657437 -1.716117 -0.09 0.04 -0.15 -0.9716
S 1.634981 3.321349 -0.736172 -0.02 0.39 -0.23 0.3860
O 0.125680 2.160013 1.568193 0.14 0.10 -0.04 -0.9837
O 1.922736 3.636659 0.768697 -0.76 -1.07 0.97 -0.8144
N 1.558790 1.625912 -0.646468 0.47 -0.30 0.40 -0.4857
C 2.623250 0.879210 -0.192271 -0.30 0.44 -0.25 -0.0505
N 2.112127 -0.234115 0.359667 -0.09 0.08 0.05 0.0782
C 2.957962 -1.186795 0.785607 0.25 0.05 -0.01 -0.1965
C 4.314327 -0.991353 0.659032 -0.27 -0.11 0.07 -0.8666
C 4.738269 0.227786 0.121274 -0.02 0.11 -0.06 -0.7631
N 3.901008 1.169481 -0.306110 0.17 -0.25 0.15 -0.2546
H 5.859639 6.054230 -4.663171 0.00 -0.02 0.02 0.2126
H 6.925524 5.853427 -3.335615 -0.02 -0.02 0.01 0.2154
H 3.548845 5.323002 -4.602813 0.00 0.01 -0.01 0.3414
H 1.753241 4.313109 -3.279312 -0.01 -0.03 0.00 0.4583
H 4.466165 3.742815 0.022878 0.05 0.01 0.00 0.4993
H 6.262343 4.808186 -1.281737 0.00 0.00 0.01 0.3236
H 2.542812 -2.093763 1.204654 0.00 0.00 0.00 0.4521
H 5.020773 -1.743778 0.974493 0.01 -0.01 0.01 0.5198
H 5.796646 0.444728 0.033565 0.00 0.03 -0.02 0.5418

=====

What did the second record say?
13
Properties=species:S:1:pos:R:3:forces:R:3:mulliken_charge:R:1 method="wB97M-V/def2-TZVPD" e_above_lowest_ev=1.441 spin_multiplicity=2 orbital_gap_ev="5.6 / 7.7" total_charge=+2 s_squared=0.767
O 0.752465 2.771399 -0.731836 -0.28 -0.98 -0.51 -0.3282
C 0.434407 1.564990 -1.174599 1.33 1.33 0.04 -0.1911
C -0.383922 0.671395 -0.521099 -3.91 -1.30 1.46 0.0924
C -0.950349 -0.522238 -1.060682 2.63 -1.95 -2.31 -0.6396
C -1.442848 -1.707000 -0.244205 -2.33 0.53 -1.02 -0.1702
O -0.621370 -1.980466 0.858616 -1.95 -1.70 0.63 -0.4427
Bi 0.941831 -0.952977 0.736211 3.20 1.98 0.55 1.4324
H 1.336836 2.743399 0.038226 -0.18 0.61 0.45 0.3757
H 1.014550 1.270093 -2.053603 -0.39 -0.07 -0.40 0.3960
H -0.683973 -0.745281 -2.102583 -0.92 0.03 -0.22 0.4032
H -1.673371 0.667986 -0.310780 2.48 1.59 0.85 0.3862
H -1.516481 -2.584694 -0.911732 0.10 0.31 0.44 0.3173
H -2.465120 -1.473388 0.109926 0.21 -0.38 0.03 0.3686